[1]
2 unconnected molecules or ions with the total composition C2H7NO2. Source: the Open Molecules 2025 dataset; level of theory: ωB97M-V with the def2-TZVPD basis set.

Element x y z (Å)
O -1.081 0.528 -0.535
O -2.070 1.157 1.360
N 0.564 -0.963 -1.665
C 0.234 0.611 1.483
C -1.101 0.782 0.747
H 0.843 -0.726 -2.608
H 0.434 -0.463 1.461
H 1.337 -1.246 -1.083
H 1.089 1.132 1.051
H 0.061 0.930 2.507
H -0.192 -0.035 -0.961
H -0.118 -1.708 -1.756

Summary:
LUMO level: 0.26 eV
frontier orbital gap: 9.496 eV
SMILES string: CC(=O)O.N
relative energy (zero: lowest compared OMol25 entry of this formula, charge and spin): 63.52 kJ/mol
F_max: 2.10 eV Å⁻¹

Here are the Löwdin charges for atoms 1 to 4, given in e: atom 1 (O): -0.0048, atom 2 (O): 0.0602, atom 3 (N): 0.1063, atom 4 (C): -0.0145

[2]
2 unconnected molecules or ions with the total composition C2H7NO2. Source: the Open Molecules 2025 dataset; level of theory: ωB97M-V with the def2-TZVPD basis set.

Element x y z (Å)
O 0.594 -2.169 1.387
O 0.975 2.238 -0.926
N 0.272 0.053 1.142
C -0.936 -1.306 -0.371
C 0.104 -1.254 0.782
H -1.162 -0.405 -0.942
H -1.912 -1.499 0.070
H 0.524 2.223 -1.765
H -0.106 0.861 0.695
H 0.725 0.253 2.022
H -0.606 -2.021 -1.124
H 1.530 3.026 -0.968

Summary:
LUMO level: 0.49 eV
frontier orbital gap: 10.198 eV
SMILES string: CC(N)=O.O
relative energy (zero: lowest compared OMol25 entry of this formula, charge and spin): 62.22 kJ/mol
F_max: 2.86 eV Å⁻¹

Here are the Löwdin charges for atoms 1 to 4, given in e: atom 1 (O): 0.0516, atom 2 (O): -0.0498, atom 3 (N): 0.1379, atom 4 (C): -0.0136

[3]
2 unconnected molecules or ions with the total composition C2H7NO2. Source: the Open Molecules 2025 dataset; level of theory: ωB97M-V with the def2-TZVPD basis set.

Element x y z (Å)
O 0.494 -1.073 -0.164
O -2.171 -2.582 1.065
N 1.000 2.474 -0.271
C 0.931 0.031 -0.035
C 0.254 1.255 -0.651
H -0.754 1.212 -0.246
H 1.806 2.537 -0.860
H -1.564 -2.321 0.339
H 0.146 1.198 -1.736
H -2.744 -1.794 1.182
H 1.832 0.265 0.560
H 0.424 3.241 -0.609

Summary:
LUMO level: 0.71 eV
frontier orbital gap: 10.894 eV
SMILES string: NCC=O.O
relative energy (zero: lowest compared OMol25 entry of this formula, charge and spin): 160.41 kJ/mol
F_max: 1.34 eV Å⁻¹

Here are the Löwdin charges for atoms 1 to 4, given in e: atom 1 (O): 0.0507, atom 2 (O): -0.0870, atom 3 (N): -0.0146, atom 4 (C): -0.2529

[4]
2 unconnected molecules or ions with the total composition C2H7NO2. Source: the Open Molecules 2025 dataset; level of theory: ωB97M-V with the def2-TZVPD basis set.

Element x y z (Å)
O -1.630 -2.834 1.140
O 0.816 -0.390 1.409
N 0.616 1.706 -1.455
C 0.006 0.704 -0.573
C 0.832 0.557 0.679
H -0.984 1.055 -0.292
H 0.145 2.569 -1.679
H 1.190 1.328 -2.167
H -1.132 -2.240 1.730
H -1.329 -3.677 1.416
H 1.445 1.440 0.937
H 0.026 -0.216 -1.146

Summary:
LUMO level: 0.96 eV
frontier orbital gap: 10.254 eV
SMILES string: NCC=O.O
relative energy (zero: lowest compared OMol25 entry of this formula, charge and spin): 167.34 kJ/mol
F_max: 1.97 eV Å⁻¹

Here are the Löwdin charges for atoms 1 to 4, given in e: atom 1 (O): -0.0567, atom 2 (O): 0.0463, atom 3 (N): -0.0155, atom 4 (C): -0.2154

[5]
A gas-phase ion, C2H7NO3PS (charge -1). Source: the Open Molecules 2025 dataset; level of theory: ωB97M-V with the def2-TZVPD basis set.

Element x y z (Å)
S 2.120 0.688 -0.213
P -0.462 -0.718 -1.709
O -0.016 -2.089 -2.062
O -2.025 -0.405 -2.011
O 0.235 0.459 -2.350
N -0.816 0.791 0.611
C 1.163 -0.644 0.467
C -0.340 -0.413 0.062
H -1.343 0.636 1.548
H -0.910 -1.310 0.509
H 1.475 -1.544 0.059
H -0.014 1.364 0.762
H 1.362 -0.544 1.553
H 1.424 0.686 -1.378
H -2.267 0.488 -2.023

Summary:
total charge: -1
LUMO level: 3.56 eV
frontier orbital gap: 8.253 eV
SMILES string: N[C@H](CS)[P@@](=O)([O-])O
relative energy (zero: lowest compared OMol25 entry of this formula, charge and spin): 103.95 kJ/mol
F_max: 4.49 eV Å⁻¹

Here are the Löwdin charges for atoms 1 to 4, given in e: atom 1 (S): 0.6503, atom 2 (P): 0.2368, atom 3 (O): -0.3335, atom 4 (O): -0.1620

[6]
A single C2H7NO3S molecule. Source: the Open Molecules 2025 dataset; level of theory: ωB97M-V with the def2-TZVPD basis set.

Element x y z (Å)
S -0.928 1.593 0.055
O -0.593 1.178 -1.294
O 0.381 1.235 1.013
O -2.199 0.452 0.456
N 2.117 0.416 -0.525
C 1.379 0.191 0.692
C -2.144 -0.994 0.278
H 0.953 -0.823 0.490
H -1.620 -1.288 -0.646
H -3.173 -1.116 0.057
H 2.099 0.084 1.563
H 1.373 0.723 -1.187
H 2.752 1.157 -0.398
H -2.014 -1.530 1.285

Summary:
LUMO level: 0.86 eV
frontier orbital gap: 11.050 eV
relative energy (zero: lowest compared OMol25 entry of this formula, charge and spin): 155.95 kJ/mol
F_max: 3.12 eV Å⁻¹

Here are the Löwdin charges for atoms 1 to 4, given in e: atom 1 (S): 1.0187, atom 2 (O): -0.4407, atom 3 (O): -0.3733, atom 4 (O): -0.4303

[7]
A molecular structure, C2H7NO4S2. Source: the Open Molecules 2025 dataset; level of theory: ωB97M-V with the def2-TZVPD basis set.

Element x y z (Å)
S 0.095 1.098 0.753
S 1.721 -0.857 -0.806
O 0.311 2.620 0.661
O -1.017 1.020 1.655
O 1.589 0.870 1.574
O 0.252 0.964 -1.972
N -0.850 -1.770 0.034
C 0.193 -0.059 -1.225
C -1.002 -0.844 -1.053
H 1.063 2.831 0.348
H -1.596 -2.425 0.167
H -0.936 -1.221 0.908
H -1.079 -1.471 -2.003
H 1.165 -1.898 -0.492
H 1.954 1.276 2.434
H -1.863 -0.134 -0.983

Summary:
LUMO level: 0.22 eV
frontier orbital gap: 9.610 eV
relative energy (zero: lowest compared OMol25 entry of this formula, charge and spin): 196.28 kJ/mol
F_max: 9.93 eV Å⁻¹

Here are the Löwdin charges for atoms 1 to 4, given in e: atom 1 (S): 0.8589, atom 2 (S): 0.9261, atom 3 (O): -0.1085, atom 4 (O): -0.3264

[8]
3 unconnected molecules or ions with the total composition C2H7NO5. Source: the Open Molecules 2025 dataset; level of theory: ωB97M-V with the def2-TZVPD basis set.

Element x y z (Å)
O -2.350 0.246 -0.273
O 0.835 -3.501 0.178
O -0.829 -0.653 1.090
O 1.434 0.509 -2.182
O 1.292 1.121 1.370
N -0.416 1.342 -0.093
C 0.882 1.675 0.386
C -1.290 0.231 0.275
H -0.240 -0.456 1.837
H 1.448 2.406 -0.194
H -0.830 1.907 -0.839
H 1.699 -0.381 -2.440
H 0.086 -3.107 0.644
H 0.677 -3.235 -0.735
H 1.490 1.067 -2.968

Summary:
total charge: +1
LUMO level (alpha / beta): -4.91 / -10.32 eV
2S+1: 2
frontier orbital gap (alpha / beta): 9.615 / 4.202 eV
F_max: 1.16 eV Å⁻¹

Here are the Löwdin charges for atoms 1 to 4, given in e: atom 1 (O): 0.2726, atom 2 (O): -0.0476, atom 3 (O): 0.2143, atom 4 (O): -0.0269

[9]
2 unconnected molecules or ions with the total composition C2H7NS. Source: the Open Molecules 2025 dataset; level of theory: ωB97M-V with the def2-TZVPD basis set.

Element x y z (Å)
S -1.465 -0.465 1.610
N 0.625 -0.300 -2.138
C 1.215 1.340 -0.480
C 1.501 0.262 -1.199
H 2.454 -0.254 -1.115
H -0.230 0.234 -2.201
H 0.215 1.668 -0.226
H 0.478 -1.291 -2.005
H -1.506 -0.313 2.940
H 2.007 1.950 -0.063
H -0.943 -1.690 1.746

Summary:
LUMO level: 0.81 eV
frontier orbital gap: 9.169 eV
SMILES string: C=CN.S
relative energy (zero: lowest compared OMol25 entry of this formula, charge and spin): 86.04 kJ/mol
F_max: 0.81 eV Å⁻¹

Here are the Löwdin charges for atoms 1 to 4, given in e: atom 1 (S): 0.4746, atom 2 (N): 0.0284, atom 3 (C): -0.0507, atom 4 (C): -0.3172

[10]
2 unconnected molecules or ions with the total composition C2H7NS. Source: the Open Molecules 2025 dataset; level of theory: ωB97M-V with the def2-TZVPD basis set.

Element x y z (Å)
S -0.983 -3.286 -1.198
N 0.316 2.082 0.066
C 1.306 1.108 0.616
C -0.782 1.509 -0.296
H -0.220 -3.934 -0.146
H 1.461 0.110 -0.129
H -1.669 2.138 -0.265
H 1.130 0.728 1.579
H -0.937 0.474 -0.472
H -1.891 -2.577 -0.467
H 2.270 1.649 0.712

Summary:
LUMO level: 0.60 eV
frontier orbital gap: 10.293 eV
SMILES string: C=NC.S
relative energy (zero: lowest compared OMol25 entry of this formula, charge and spin): 186.74 kJ/mol
F_max: 4.72 eV Å⁻¹

Here are the Löwdin charges for atoms 1 to 4, given in e: atom 1 (S): 0.3773, atom 2 (N): -0.0773, atom 3 (C): -0.1668, atom 4 (C): -0.0795

What did the second record say?
2 unconnected molecules or ions with the total composition C2H7NO2. Source: the Open Molecules 2025 dataset; level of theory: ωB97M-V with the def2-TZVPD basis set.

Element x y z (Å)
O 0.594 -2.169 1.387
O 0.975 2.238 -0.926
N 0.272 0.053 1.142
C -0.936 -1.306 -0.371
C 0.104 -1.254 0.782
H -1.162 -0.405 -0.942
H -1.912 -1.499 0.070
H 0.524 2.223 -1.765
H -0.106 0.861 0.695
H 0.725 0.253 2.022
H -0.606 -2.021 -1.124
H 1.530 3.026 -0.968

Summary:
LUMO level: 0.49 eV
frontier orbital gap: 10.198 eV
SMILES string: CC(N)=O.O
relative energy (zero: lowest compared OMol25 entry of this formula, charge and spin): 62.22 kJ/mol
F_max: 2.86 eV Å⁻¹

Here are the Löwdin charges for atoms 1 to 4, given in e: atom 1 (O): 0.0516, atom 2 (O): -0.0498, atom 3 (N): 0.1379, atom 4 (C): -0.0136

Q: Number 1 is which compound?
A: C2H7NO2

Q: The lowest F_max belongs to which entry?
A: number 9